Entry 1:
93
Properties=species:S:1:pos:R:3 method="wB97M-V/def2-TZVPD" de_lowest_ev=2.110 largest_force_ha_per_bohr=0.03641 orbital_gap_ha=0.245 e_homo_ev=-7.7 e_lumo_ev=-1.03
Ti 0.10 -0.36 -0.26
C 6.64 -0.32 -0.31
C 5.24 -0.64 0.14
C 4.71 -0.11 1.31
C 3.41 -0.37 1.66
C 2.54 -1.12 0.85
N 1.16 -1.18 1.19
C 0.89 -1.58 2.49
C 1.82 -2.35 3.21
C 1.64 -2.70 4.53
C 0.50 -2.31 5.22
C 0.30 -2.64 6.68
C -0.47 -1.63 4.51
C -0.31 -1.29 3.17
N -1.40 -0.68 2.50
C -2.55 -0.26 3.06
C -3.43 0.04 2.04
C -2.72 -0.23 0.87
N -1.49 -0.65 1.16
C 3.12 -1.74 -0.27
C 4.44 -1.48 -0.62
N 2.38 -2.66 -1.05
C 2.83 -3.47 -2.05
C 1.77 -4.26 -2.43
C 0.71 -3.85 -1.60
N 1.09 -2.88 -0.78
H 7.22 0.11 0.50
H 7.14 -1.21 -0.67
H 6.61 0.40 -1.14
H 5.33 0.52 1.94
H 3.00 0.04 2.57
H 2.72 -2.67 2.70
H 2.39 -3.30 5.03
H 1.25 -2.66 7.20
H -0.36 -1.91 7.15
H -0.16 -3.63 6.79
H -1.39 -1.38 5.02
H -2.70 -0.19 4.12
H -4.44 0.39 2.12
H -3.07 -0.16 -0.14
H 4.86 -1.91 -1.51
H 3.83 -3.44 -2.42
H 1.76 -5.01 -3.19
H -0.30 -4.23 -1.56
O -3.73 5.74 0.35
C -2.57 5.16 -0.04
O -2.08 5.42 -1.10
C -1.95 4.23 0.94
C -1.58 4.49 2.23
Cl -1.80 5.95 3.09
N -0.89 3.40 2.70
N -0.83 2.46 1.75
C -1.44 2.93 0.69
C -1.67 2.10 -0.54
O -2.62 2.34 -1.25
O -0.79 1.15 -0.78
C -0.26 3.14 3.95
C -0.68 3.72 5.14
C -0.02 3.41 6.32
C 1.04 2.52 6.32
C 1.43 1.92 5.14
C 0.79 2.23 3.95
H -4.02 5.40 1.20
H -1.52 4.39 5.16
H -0.36 3.86 7.24
H 1.54 2.28 7.25
H 2.23 1.18 5.14
H 1.08 1.77 3.02
N -0.35 -0.82 -3.61
C -1.16 -1.51 -2.76
N -2.07 -2.39 -3.13
N -2.58 -2.86 -1.98
N -2.02 -2.32 -0.97
N -1.09 -1.42 -1.42
C 0.80 -0.23 -3.19
N 1.72 0.29 -3.98
N 2.68 0.73 -3.15
N 2.38 0.49 -1.93
N 1.18 -0.16 -1.89
H -0.52 -0.90 -4.60
N 1.50 1.55 0.46
C 2.18 2.41 0.80
C 3.03 3.47 1.23
C 3.57 3.43 2.52
C 4.37 4.47 2.96
C 4.64 5.55 2.13
C 4.11 5.58 0.84
C 3.30 4.55 0.39
H 3.36 2.59 3.17
H 4.78 4.44 3.96
H 5.26 6.36 2.48
H 4.32 6.42 0.19
H 2.88 4.58 -0.60

Entry 2:
51
Properties=species:S:1:pos:R:3 method="wB97M-V/def2-TZVPD" de_lowest_ev=0.441 largest_force_ha_per_bohr=0.01673 orbital_gap_ha="0.292 / 0.311" multiplicity=2 charge=+2 e_homo_ev="-15.7 / -15.7" e_lumo_ev="-7.76 / -7.24"
Cr -0.17 -0.34 -0.11
C 0.17 1.31 -2.50
C -0.46 2.32 -1.57
O -0.88 1.59 -0.38
C -0.78 2.40 0.82
C 0.64 2.24 1.30
O 0.89 0.81 1.36
C 0.89 0.24 2.70
C -0.28 -0.71 2.77
O -0.24 -1.50 1.55
C 0.71 -2.61 1.63
C 1.09 -2.95 0.22
O 1.35 -1.67 -0.40
C 1.67 -1.78 -1.81
C 1.96 -0.36 -2.24
O 0.98 0.50 -1.59
H 0.87 1.80 -3.19
H -1.60 0.79 -3.16
H -1.33 2.81 -2.00
H 0.29 3.06 -1.29
H -1.51 1.99 1.52
H -1.05 3.43 0.58
H 0.82 2.70 2.27
H 1.35 2.64 0.58
H 0.83 1.02 3.45
H 1.85 -0.27 2.82
H -1.24 -0.20 2.75
H -0.24 -1.38 3.63
H 0.22 -3.44 2.15
H 1.58 -2.28 2.19
H 0.29 -3.44 -0.33
H 1.99 -3.55 0.20
H 0.82 -2.21 -2.33
H 2.56 -2.40 -1.92
H 1.86 -0.26 -3.32
H 2.94 -0.02 -1.92
F -2.32 -3.20 1.23
C -3.10 -2.94 0.19
F -2.98 -3.90 -0.71
F -4.35 -2.82 0.59
S -2.57 -1.35 -0.61
O -1.17 -1.65 -1.14
O -2.19 -0.33 0.41
N -3.65 -1.14 -1.59
S -4.19 0.14 -2.52
O -0.68 0.45 -3.13
O -3.16 1.19 -2.63
C -4.02 -0.85 -4.15
F -3.68 0.03 -5.07
F -3.10 -1.79 -4.06
F -5.20 -1.38 -4.41

Entry 3:
18
Properties=species:S:1:pos:R:3 method="wB97M-V/def2-TZVPD" de_lowest_ev=1.059 largest_force_ha_per_bohr=0.03722 orbital_gap_ha=0.356 e_homo_ev=-8.6 smiles=CC(C)NCN e_lumo_ev=1.11
C 0.58 -1.43 1.40
C -0.10 -0.71 0.21
C -1.42 -1.43 -0.15
N -0.30 0.72 0.47
C 0.65 1.58 -0.20
N 0.42 1.47 -1.69
H 1.13 -2.32 1.09
H -0.21 -1.89 2.03
H 1.29 -0.78 1.90
H 0.60 -0.82 -0.64
H -2.21 -0.70 -0.32
H -1.76 -2.20 0.54
H -1.21 -1.96 -1.07
H -0.39 0.89 1.46
H 1.69 1.27 0.01
H 0.44 2.65 -0.08
H 1.22 1.67 -2.27
H 0.16 0.54 -1.99

Entry 4:
61
Properties=species:S:1:pos:R:3 method="wB97M-V/def2-TZVPD" de_lowest_ev=1.014 largest_force_ha_per_bohr=0.01077 orbital_gap_ha="0.234 / 0.227" multiplicity=6 charge=-2 e_homo_ev="-1.9 / -1.8" e_lumo_ev="4.43 / 4.43"
Fe 1.07 -0.01 1.31
N -1.47 -2.04 2.81
N -0.86 -3.14 2.16
C 0.43 -3.09 1.64
O 0.99 -4.17 1.41
O 0.91 -1.93 1.39
H -0.86 -1.68 3.53
H -1.55 -1.32 2.11
H -1.07 -4.03 2.59
C -2.25 4.70 4.39
O -3.21 4.35 3.41
C -2.81 3.45 2.47
C -3.83 2.97 1.62
C -3.51 2.00 0.72
C -2.21 1.47 0.59
C -1.95 0.31 -0.24
C -2.97 -0.16 -1.26
O -0.93 -0.36 -0.13
C -1.16 2.02 1.39
O 0.07 1.70 1.29
C -1.52 3.02 2.35
H -2.76 5.34 5.10
H -1.41 5.26 3.94
H -1.85 3.82 4.89
H -4.84 3.34 1.74
H -4.30 1.58 0.10
H -3.55 0.66 -1.69
H -3.65 -0.86 -0.77
H -2.43 -0.69 -2.04
H -0.72 3.34 3.00
C 2.16 -2.74 -5.37
C 1.39 -1.43 -5.27
O 1.72 -0.73 -4.08
P 0.68 -0.96 -2.79
O 1.39 0.11 -1.80
C 1.16 1.51 -2.01
C 2.43 2.17 -2.48
O 1.19 -2.32 -2.14
C 2.53 -2.49 -1.59
C 2.79 -3.97 -1.45
H 1.95 -3.24 -6.32
H 1.88 -3.40 -4.55
H 3.23 -2.55 -5.30
H 0.31 -1.63 -5.31
H 1.64 -0.78 -6.11
H 0.83 1.92 -1.05
H 0.34 1.65 -2.73
H 3.21 2.01 -1.74
H 2.27 3.25 -2.59
H 2.75 1.76 -3.44
H 2.57 -1.99 -0.63
H 3.25 -2.01 -2.27
H 2.08 -4.39 -0.73
H 3.80 -4.13 -1.06
H 2.70 -4.48 -2.41
Se 3.27 0.62 1.05
F 0.59 0.19 3.55
B 0.14 0.48 4.88
F -0.84 -0.47 5.23
F 1.23 0.41 5.77
F -0.41 1.78 4.90

Entry 5:
12
Properties=species:S:1:pos:R:3 method="wB97M-V/def2-TZVPD" de_lowest_ev=0.721 largest_force_ha_per_bohr=0.06489 orbital_gap_ha=0.389 e_homo_ev=-9.5 smiles=CC1(Cl)CC1 e_lumo_ev=1.05
C -1.48 -0.26 0.74
C -0.19 0.08 0.08
Cl 0.98 -1.20 -0.01
C -0.25 1.11 -1.14
C 0.07 1.56 0.27
H -1.84 -1.22 0.27
H -2.12 0.61 0.67
H -1.31 -0.41 1.78
H 0.60 1.04 -1.83
H -1.20 1.47 -1.50
H -0.73 1.96 0.88
H 1.00 2.02 0.33

Entry 6:
9
Properties=species:S:1:pos:R:3 method="wB97M-V/def2-TZVPD" de_lowest_ev=0.277 largest_force_ha_per_bohr=0.02349 orbital_gap_ha=0.240 charge=-1 e_homo_ev=-2.5 e_lumo_ev=4.07
S 2.02 1.10 0.23
H 1.53 0.18 1.11
C -2.28 -0.57 0.13
N -1.60 -1.56 -0.66
H -1.99 -0.61 1.18
H -3.36 -0.73 0.16
H -2.00 0.44 -0.19
H -1.49 -1.27 -1.63
H -0.64 -1.75 -0.41

Entry 7:
57
Properties=species:S:1:pos:R:3 method="wB97M-V/def2-TZVPD" de_lowest_ev=1.292 largest_force_ha_per_bohr=0.02382 orbital_gap_ha=0.223 charge=-2 e_homo_ev=-1.6 e_lumo_ev=4.42
Ni 0.92 0.80 -0.58
C -0.75 -3.16 0.06
C -0.41 -1.69 0.18
N 0.45 -1.12 -0.60
N 1.12 -1.96 -1.49
C 2.30 -1.52 -1.78
S 3.10 -0.12 -1.20
S 3.20 -2.67 -2.85
C 4.41 -3.17 -1.58
C 3.80 -4.05 -0.53
C 3.75 -5.43 -0.67
C 3.15 -6.22 0.29
C 2.58 -5.64 1.41
C 2.61 -4.26 1.56
C 3.22 -3.47 0.59
C -1.01 -0.94 1.29
C -2.22 -1.37 1.84
C -2.76 -0.80 2.97
C -2.04 0.23 3.60
C -0.85 0.68 3.09
C -0.29 0.15 1.89
O 0.83 0.59 1.45
H -0.09 -3.65 -0.64
H -1.78 -3.27 -0.28
H -0.67 -3.63 1.04
H 4.78 -2.25 -1.14
H 5.23 -3.67 -2.11
H 4.19 -5.89 -1.55
H 3.12 -7.30 0.17
H 2.10 -6.25 2.17
H 2.15 -3.79 2.42
H 3.23 -2.39 0.70
H -2.76 -2.17 1.35
H -3.71 -1.12 3.36
H -2.45 0.70 4.49
H -0.31 1.49 3.56
O 1.23 2.72 -3.61
Se 0.26 2.68 -2.32
O 1.15 2.75 -0.88
O -0.41 1.17 -2.10
O -0.84 3.86 -2.38
C -4.13 3.64 -2.15
N -3.40 4.53 -1.29
C -3.03 5.82 -1.61
C -2.05 6.18 -0.76
N -1.82 5.11 0.08
C -0.67 4.95 0.94
C -2.62 4.08 -0.27
Se -2.71 2.46 0.57
H -4.80 4.22 -2.78
H -4.69 2.94 -1.54
H -3.42 3.08 -2.77
H -3.50 6.36 -2.41
H -1.50 7.10 -0.67
H -0.32 5.94 1.24
H 0.11 4.39 0.42
H -0.97 4.37 1.82

Entry 8:
14
Properties=species:S:1:pos:R:3 method="wB97M-V/def2-TZVPD" de_lowest_ev=3.685 largest_force_ha_per_bohr=0.07595 orbital_gap_ha=0.360 e_homo_ev=-8.9 e_lumo_ev=0.93
C 0.29 -1.58 0.58
C -0.18 -0.17 0.63
O 0.90 0.71 0.93
C 0.33 1.73 0.14
C -0.65 0.51 -0.64
O -0.21 -0.02 -1.88
H 1.11 -1.69 -0.14
H 0.68 -1.86 1.56
H -0.53 -2.24 0.30
H -1.00 -0.03 1.35
H 0.54 1.79 -0.90
H -0.29 2.43 0.71
H -1.71 0.71 -0.81
H 0.72 -0.28 -1.83

Entry 9:
24
Properties=species:S:1:pos:R:3 method="wB97M-V/def2-TZVPD" de_lowest_ev=5.197 largest_force_ha_per_bohr=0.03243 orbital_gap_ha="0.257 / 0.257" e_homo_ev="-6.4 / -6.4" e_lumo_ev="0.62 / 0.62"
C -2.32 0.92 -0.26
C -0.50 -1.16 0.62
C -0.88 1.67 1.49
N -0.96 1.03 0.20
H -1.24 2.71 1.44
H -2.93 0.26 0.38
H -2.35 0.52 -1.27
H -2.82 1.90 -0.27
H 0.04 -2.08 0.89
H -1.22 -0.95 1.40
H -0.96 -1.34 -0.35
H -1.48 1.16 2.26
H 0.15 1.70 1.84
C 1.59 -0.34 -1.04
N 2.19 -1.27 -1.83
N 0.94 0.71 -1.57
C 1.53 -0.54 0.35
O 2.34 -1.58 0.82
H 1.87 -2.05 1.52
H 2.60 -2.06 -1.35
H 1.92 -1.37 -2.79
H 0.89 0.78 -2.57
H 0.07 1.04 -0.90
H 1.51 0.33 0.99

Entry 10:
134
Properties=species:S:1:pos:R:3 method="wB97M-V/def2-TZVPD" de_lowest_ev=0.765 largest_force_ha_per_bohr=0.04730 orbital_gap_ha=0.334 e_homo_ev=-9.0 smiles="COC[C@H](C)N.COC[C@H](C)N.COC[C@H](C)N.COC[C@H](C)N.COC[C@H](C)N.COC[C@H](C)N.NC(N)=O.NC(N)=O.NC(N)=O.NC(N)=O" e_lumo_ev=0.06
C 1.22 -3.72 -2.97
O 2.23 -2.88 -2.46
C 2.03 -1.53 -2.78
C 3.14 -0.65 -2.19
C 3.00 0.85 -2.34
N 4.51 -1.12 -2.59
H 0.28 -3.39 -2.51
H 1.50 -4.74 -2.75
H 1.03 -3.58 -4.05
H 1.91 -1.39 -3.86
H 1.10 -1.12 -2.33
H 3.14 -0.87 -1.12
H 3.78 1.29 -1.73
H 2.01 1.18 -2.04
H 3.29 1.12 -3.36
H 4.30 -2.12 -2.69
H 4.63 -0.86 -3.57
C -0.85 0.90 -4.00
O -0.78 0.86 -5.44
C -1.91 0.29 -6.05
C -3.24 0.98 -5.69
C -4.46 0.36 -6.35
N -3.15 2.38 -6.11
H 0.17 1.22 -3.78
H -1.02 -0.13 -3.69
H -1.54 1.62 -3.56
H -1.84 0.48 -7.12
H -1.97 -0.76 -5.76
H -3.40 0.96 -4.60
H -4.55 -0.71 -6.19
H -4.35 0.44 -7.44
H -5.37 0.89 -6.07
H -2.28 2.83 -5.83
H -3.79 2.90 -5.51
C -2.06 -7.07 0.20
O -1.33 -6.00 0.78
C -1.29 -4.83 -0.05
C -1.52 -3.59 0.81
C -3.02 -3.37 1.06
N -0.86 -2.38 0.24
H -3.02 -6.73 -0.19
H -2.29 -7.82 0.96
H -1.44 -7.50 -0.60
H -0.25 -4.82 -0.38
H -1.93 -4.89 -0.93
H -0.93 -3.75 1.71
H -3.19 -2.69 1.89
H -3.51 -4.33 1.20
H -3.41 -2.86 0.18
H -1.38 -2.24 -0.63
H 0.06 -2.68 -0.06
C 2.54 4.58 4.40
O 3.54 4.76 3.42
C 3.98 3.57 2.74
C 2.93 2.63 2.19
C 3.46 1.77 1.03
N 1.77 3.37 1.58
H 2.54 5.43 5.07
H 2.76 3.71 5.04
H 1.53 4.43 4.00
H 4.75 3.90 2.04
H 4.63 3.03 3.44
H 2.49 2.02 2.99
H 2.80 0.97 0.74
H 4.44 1.40 1.37
H 3.71 2.30 0.11
H 2.27 4.06 1.00
H 1.43 3.97 2.33
C 2.40 -1.44 2.38
O 3.61 -1.43 3.04
C 4.59 -2.32 2.51
C 5.84 -2.12 3.36
C 6.98 -2.97 2.83
N 5.69 -2.32 4.81
H 2.55 -1.25 1.30
H 1.67 -0.71 2.72
H 1.85 -2.39 2.30
H 4.17 -3.33 2.44
H 4.79 -1.86 1.54
H 6.18 -1.10 3.18
H 7.20 -2.65 1.81
H 6.73 -4.03 2.79
H 7.92 -2.83 3.38
H 5.22 -3.20 5.01
H 4.93 -1.68 5.04
C -1.55 -1.43 3.64
O -0.53 -0.76 4.40
C -0.60 0.65 4.19
C -1.53 1.37 5.15
C -1.60 2.87 4.86
N -1.11 1.08 6.53
H -2.55 -1.01 3.74
H -1.54 -2.46 3.98
H -1.22 -1.44 2.60
H 0.43 0.99 4.38
H -0.82 0.86 3.14
H -2.53 0.94 4.97
H -0.74 3.49 5.08
H -2.44 3.29 5.41
H -1.87 2.93 3.80
H -0.72 0.15 6.57
H -1.96 1.10 7.08
N -3.29 -0.36 -2.24
C -2.99 -1.53 -2.88
N -3.71 -1.75 -4.01
O -2.17 -2.35 -2.47
H -4.04 0.19 -2.62
H -2.56 0.12 -1.73
H -4.30 -1.10 -4.50
H -3.51 -2.55 -4.59
N 0.04 2.47 -0.54
C -0.52 1.27 -0.38
N 0.18 0.41 0.40
O -1.61 0.93 -0.91
H -0.46 3.22 -1.02
H 0.72 2.70 0.21
H -0.14 -0.54 0.49
H 1.03 0.70 0.83
N -4.03 0.52 1.45
C -4.32 1.85 1.33
N -3.53 2.51 0.44
O -5.17 2.38 2.04
H -4.56 0.02 2.15
H -3.55 -0.01 0.75
H -3.70 3.49 0.36
H -2.88 2.01 -0.16
N -3.51 5.17 -2.62
C -2.21 4.88 -2.49
N -1.48 4.99 -3.64
O -1.65 4.64 -1.41
H -4.16 5.19 -1.85
H -3.93 5.22 -3.52
H -0.48 4.94 -3.49
H -1.88 5.05 -4.55